[1]
The ion C4H3N2 with charge +1 at a distorted geometry. Source: OMol25; level of theory: ωB97M-V with the def2-TZVPD basis set.

Calculated values
HOMO level in eV: -14.3
Net charge: +1
SMILES string: C#[N+]C=C=C=N
Energy relative to the best compared isomer or geometry (same formula, charge and spin) in kJ/mol: 69.49
Orbital gap in eV: 8.24

Each line ends with the natural charge from an NBO analysis.
Cartesian coordinates (Å):
C1 -1.06 1.28 0.04  0.419
N1 -1.32 0.16 -0.01  -0.201
C2 -1.05 -1.18 -0.03  -0.055
C3 0.26 -1.41 0.03  -0.142
C4 1.22 -0.51 0.03  0.484
N2 1.88 0.47 -0.01  -0.533
H1 -0.93 2.33 0.11  0.299
H2 -1.87 -1.87 -0.07  0.268
H3 2.85 0.74 -0.08  0.462

=====

[2]
A cluster of 4 separate species, C24H65FN11O6P3S in total at a distorted geometry. Source: OMol25; level of theory: ωB97M-V with the def2-TZVPD basis set.

Calculated values
HOMO level in eV: -7.7
SMILES string: CCCCCN(OC#N)S(=O)(=O)F.CN(C)P(=O)(N(C)C)N(C)C.CN(C)P(=O)(N(C)C)N(C)C.CN(C)P(=O)(N(C)C)N(C)C
Orbital gap in eV: 7.67

Each line ends with the Löwdin charge.
Cartesian coordinates (Å):
C1 1.35 -0.33 0.47  -0.086
C2 2.60 -1.20 0.12  -0.224
C3 3.68 -1.18 1.23  -0.188
C4 5.05 -0.69 0.70  -0.178
C5 5.91 0.01 1.75  -0.165
N1 5.40 1.33 2.18  -0.158
O1 4.57 1.92 1.20  -0.006
C6 4.80 3.21 1.19  -0.293
N2 4.61 4.36 1.14  0.200
S1 4.64 1.33 3.71  0.617
O2 3.44 2.08 3.70  -0.216
O3 5.56 1.88 4.63  -0.225
F1 4.28 -0.12 4.18  -0.130
H1 1.41 0.08 1.48  0.063
H2 1.37 0.52 -0.23  0.060
H3 0.45 -0.91 0.30  0.063
H4 3.01 -0.91 -0.85  0.096
H5 2.23 -2.22 0.04  0.095
H6 3.77 -2.17 1.67  0.115
H7 3.33 -0.46 1.97  0.068
H8 4.89 -0.10 -0.20  0.104
H9 5.60 -1.58 0.36  0.121
H10 6.91 0.15 1.33  0.125
H11 6.04 -0.68 2.58  0.127
C7 -0.33 0.65 -6.74  -0.139
N3 0.17 0.07 -5.51  -0.304
C8 1.24 -0.87 -5.82  -0.149
P1 -0.79 -0.35 -4.12  0.725
O4 0.33 -0.28 -3.10  -0.310
N4 -1.61 1.03 -3.49  -0.339
C9 -1.48 2.32 -4.13  -0.138
C10 -1.56 1.14 -2.03  -0.140
N5 -2.18 -0.79 -5.10  -0.271
C11 -3.54 -0.57 -4.54  -0.123
C12 -2.11 -2.22 -5.48  -0.136
H12 -0.88 -0.06 -7.36  0.077
H13 0.52 1.01 -7.33  0.082
H14 -0.95 1.52 -6.57  0.051
H15 0.88 -1.72 -6.43  0.067
H16 1.69 -1.28 -4.92  0.067
H17 2.04 -0.37 -6.37  0.079
H18 -0.44 2.63 -4.26  0.088
H19 -1.99 3.09 -3.54  0.058
H20 -2.00 2.33 -5.09  0.060
H21 -0.60 1.55 -1.69  0.072
H22 -1.70 0.17 -1.56  0.069
H23 -2.36 1.79 -1.68  0.080
H24 -3.65 -0.99 -3.55  0.088
H25 -4.28 -1.03 -5.20  0.080
H26 -3.79 0.49 -4.51  0.052
H27 -2.23 -2.87 -4.61  0.082
H28 -1.15 -2.46 -5.94  0.062
H29 -2.89 -2.47 -6.20  0.080
C13 6.30 -3.55 8.79  -0.136
N6 5.72 -3.31 7.48  -0.303
C14 5.81 -1.88 7.18  -0.140
P2 4.35 -4.10 6.80  0.717
O5 4.65 -3.83 5.34  -0.306
N7 4.60 -5.82 6.74  -0.350
C15 5.80 -6.43 7.26  -0.139
C16 4.23 -6.45 5.47  -0.152
N8 3.54 -4.27 8.36  -0.276
C17 2.67 -5.44 8.59  -0.126
C18 2.70 -3.07 8.62  -0.131
H30 5.68 -3.15 9.61  0.079
H31 7.28 -3.07 8.86  0.084
H32 6.48 -4.60 8.98  0.050
H33 5.22 -1.28 7.89  0.072
H34 5.46 -1.66 6.18  0.054
H35 6.85 -1.53 7.23  0.083
H36 6.72 -5.99 6.84  0.088
H37 5.81 -7.50 7.04  0.079
H38 5.83 -6.38 8.35  0.062
H39 5.00 -6.35 4.71  0.080
H40 3.31 -6.02 5.08  0.070
H41 4.03 -7.52 5.63  0.078
H42 1.94 -5.58 7.79  0.086
H43 2.12 -5.31 9.53  0.081
H44 3.25 -6.34 8.71  0.071
H45 1.86 -3.01 7.92  0.083
H46 3.29 -2.15 8.51  0.064
H47 2.31 -3.08 9.63  0.081
C19 -6.64 5.87 -2.42  -0.135
N9 -5.67 4.91 -2.93  -0.300
C20 -4.34 5.52 -2.86  -0.136
P3 -5.90 3.81 -4.24  0.726
O6 -4.84 2.80 -3.87  -0.299
N10 -7.26 2.77 -3.91  -0.346
C21 -8.07 2.92 -2.72  -0.137
C22 -7.04 1.36 -4.19  -0.152
N11 -6.95 4.92 -5.12  -0.275
C23 -8.03 4.36 -5.96  -0.125
C24 -6.12 5.77 -6.02  -0.132
H48 -6.79 6.72 -3.09  0.080
H49 -6.30 6.26 -1.47  0.085
H50 -7.61 5.42 -2.22  0.049
H51 -4.26 6.40 -3.51  0.071
H52 -3.57 4.81 -3.17  0.054
H53 -4.10 5.82 -1.84  0.084
H54 -7.47 2.91 -1.80  0.089
H55 -8.81 2.12 -2.65  0.080
H56 -8.66 3.84 -2.75  0.062
H57 -6.51 0.85 -3.37  0.081
H58 -6.46 1.22 -5.10  0.067
H59 -8.00 0.85 -4.34  0.080
H60 -7.67 3.58 -6.64  0.086
H61 -8.47 5.16 -6.57  0.081
H62 -8.84 3.97 -5.36  0.072
H63 -5.66 5.19 -6.82  0.083
H64 -5.32 6.26 -5.47  0.064
H65 -6.73 6.56 -6.47  0.081

=====

[3]
A structure of composition C34H40AuBN9O2. Source: OMol25; level of theory: ωB97M-V with the def2-TZVPD basis set.

Calculated values
Spin multiplicity: 2
HOMO level (alpha / beta) in eV: -8.1 / -8.1
Energy relative to the best compared isomer or geometry (same formula, charge and spin) in kJ/mol: 0.00
Orbital gap (alpha / beta) in eV: 7.11 / 6.75
<S²>: 1.129

Each line ends with the Löwdin spin population.
Cartesian coordinates (Å):
Au1 0.55 0.19 0.48  -0.232
C1 -0.35 -3.35 -0.93  0.000
C2 -1.38 -2.69 -0.06  -0.002
C3 -2.68 -3.12 0.22  -0.001
C4 -3.19 -2.18 1.08  0.000
N1 -2.24 -1.25 1.30  -0.001
N2 -1.13 -1.56 0.59  -0.036
B1 -2.29 -0.01 2.21  0.000
N3 -2.41 1.26 1.36  -0.002
C5 -3.40 2.12 1.08  0.000
C6 -2.93 3.04 0.17  -0.001
C7 -1.60 2.67 -0.08  -0.001
C8 -0.60 3.33 -0.96  0.000
N4 -1.30 1.60 0.65  -0.025
N5 -0.94 0.11 3.05  -0.001
C9 -0.92 0.30 4.38  0.000
C10 0.38 0.42 4.80  -0.001
C11 1.15 0.31 3.64  -0.002
C12 2.63 0.40 3.57  0.001
N6 0.34 0.13 2.59  -0.025
N7 -3.42 -0.22 3.20  0.000
C13 -3.55 -1.29 4.02  0.000
C14 -4.68 -1.11 4.78  0.000
C15 -5.20 0.13 4.34  0.000
C16 -6.44 0.83 4.81  0.000
N8 -4.44 0.66 3.40  0.000
H1 -0.68 -4.35 -1.19  0.000
H2 -0.17 -2.80 -1.85  0.000
H3 0.60 -3.42 -0.41  0.000
H4 -3.17 -4.00 -0.16  0.000
H5 -4.16 -2.11 1.55  0.000
H6 -4.35 2.02 1.57  0.000
H7 -3.47 3.87 -0.26  0.000
H8 -1.04 4.19 -1.46  0.000
H9 0.26 3.67 -0.38  0.000
H10 -0.23 2.63 -1.72  0.000
H11 -1.84 0.33 4.94  0.000
H12 0.74 0.57 5.80  0.000
H13 3.03 0.45 4.59  0.000
H14 3.07 -0.45 3.08  0.000
H15 2.95 1.30 3.05  0.000
H16 -2.84 -2.09 4.00  0.000
H17 -5.08 -1.77 5.53  0.000
H18 -6.93 0.26 5.60  0.000
H19 -6.20 1.82 5.20  0.000
H20 -7.15 0.96 3.99  0.000
C17 4.56 2.35 0.48  0.022
C18 4.75 0.90 0.81  0.135
C19 5.95 0.43 1.30  -0.010
C20 6.12 -0.92 1.59  0.149
C21 5.08 -1.82 1.40  -0.012
C22 3.85 -1.41 0.92  0.129
C23 2.73 -2.37 0.72  0.016
C24 3.67 -0.02 0.63  0.079
N9 2.56 0.52 0.13  0.849
H21 5.47 2.91 0.66  0.000
H22 3.76 2.79 1.08  0.006
H23 4.26 2.47 -0.56  0.007
H24 6.77 1.12 1.45  -0.002
H25 7.07 -1.28 1.97  0.009
H26 5.23 -2.87 1.62  -0.003
H27 3.05 -3.39 0.93  -0.001
H28 2.36 -2.30 -0.30  0.004
H29 1.88 -2.13 1.38  0.006
C25 -0.45 0.81 -7.88  0.000
C26 -0.08 0.48 -6.46  -0.001
C27 1.25 0.37 -6.08  0.000
C28 1.61 0.09 -4.76  -0.001
C29 3.07 -0.03 -4.41  0.000
C30 0.60 -0.08 -3.81  -0.003
C31 -0.75 0.02 -4.17  -0.001
C32 -1.87 -0.17 -3.19  0.000
C33 -1.06 0.29 -5.50  0.000
C34 0.99 -0.37 -2.39  -0.004
O1 1.82 -1.21 -2.09  0.018
O2 0.33 0.37 -1.54  -0.065
H30 0.42 0.75 -8.54  0.000
H31 -0.86 1.82 -7.95  0.000
H32 -1.21 0.12 -8.26  0.000
H33 2.03 0.51 -6.82  0.000
H34 3.69 0.35 -5.23  0.000
H35 3.35 -1.07 -4.22  0.000
H36 3.32 0.52 -3.50  0.000
H37 -1.70 -1.03 -2.54  0.000
H38 -2.81 -0.33 -3.72  0.000
H39 -1.98 0.69 -2.53  0.000
H40 -2.10 0.35 -5.79  0.000